No. 1
Entry from OMol25: C28H54BrCaF4N4NaO13P3 as an isolated structure in a non-equilibrium geometry (ωB97M-V/def2-TZVPD).

Calculated values
Electronic energy   -194092.117 eV
HOMO level   -6.20 eV
Net charge   +1
Multiplicity   1

Each line ends with the Mulliken charge.
CARTESIAN COORDINATES (ANGSTROEM)
C -2.369131 -3.690628 -7.575778  -0.73
C -1.889167 -3.748457 -6.238908  -0.13
C -0.972789 -3.819942 -4.845710  -0.48
C -0.095929 -2.428956 -4.596166  0.34
C -0.759949 -1.512963 -3.402655  -0.63
C 0.351907 -0.734407 -2.451873  -0.02
C 1.129009 0.302634 -3.464942  -0.62
P 0.005763 1.658915 -4.231984  0.98
O 0.988161 2.831090 -4.732245  -0.71
O -0.890611 1.147243 -5.635317  -0.57
O -1.129954 2.370347 -3.121948  -0.48
C 1.576162 -1.706866 -1.854506  -0.83
N 0.969443 -2.054315 -0.523134  0.94
C 1.847803 -2.307831 0.663185  0.05
C 3.319852 -1.591981 0.640983  -0.34
C 4.270618 -1.896689 1.939890  0.36
C 4.773795 -3.474354 2.053345  -1.07
C 3.652808 -1.362902 3.371969  -1.26
C -0.399301 -1.458084 -0.340849  -2.07
N -1.542998 -1.870871 0.286073  0.99
P -1.441489 -3.476027 1.136527  0.13
C -3.267571 -4.135096 1.213828  -0.78
C -0.802645 -3.175085 2.934289  -0.52
P -3.121526 -1.064986 0.340132  0.21
N -3.105800 0.619336 -0.214301  -0.55
O -3.534300 -0.942247 2.064957  -0.50
N -0.270352 -0.160515 -1.160617  1.29
C 0.625573 0.740054 -0.331572  0.90
C 0.010817 2.251579 -0.069065  -0.64
C 0.172586 2.799263 1.464781  -0.28
C -0.450290 1.845232 2.635402  0.28
O 0.446573 1.177168 3.413679  -0.41
O -1.866277 1.636293 2.962370  -0.46
H -2.961449 -3.717247 -8.598006  0.36
H -1.726169 -4.059788 -3.980122  0.23
H -0.260408 -4.769283 -4.928338  0.30
H -0.081257 -1.884666 -5.655916  0.13
H 1.003375 -2.777130 -4.399454  0.36
H -1.522657 -0.764621 -3.930586  -0.02
H -1.460237 -2.255007 -2.783399  0.20
H 2.028086 0.892430 -2.949171  0.39
H 1.635730 -0.253412 -4.390734  0.41
H -0.839713 0.157574 -5.785691  0.32
H -0.681273 3.217583 -2.808424  0.28
H 2.486761 -0.980049 -1.940460  0.35
H 1.732099 -2.758552 -2.346686  0.35
H 2.009485 -3.451488 0.893536  0.24
H 1.276364 -1.866779 1.614362  -0.58
H 3.242878 -0.413167 0.473018  -0.06
H 3.913266 -1.988876 -0.315754  0.42
H 5.272006 -1.269148 1.771496  0.33
H 5.847426 -3.554279 1.540493  0.31
H 4.976892 -3.651431 3.210159  0.32
H 3.998280 -4.226801 1.603924  0.29
H 4.593167 -1.063872 4.038282  0.42
H 3.089469 -2.215172 3.942996  0.37
H 3.035934 -0.378141 3.217769  0.24
H -3.302503 -5.318329 1.269151  0.38
H -3.844572 -3.643948 2.133464  0.04
H -3.893882 -3.847418 0.247746  0.35
H -1.609929 -3.424344 3.747199  0.19
H -0.334425 -2.086072 3.067905  0.07
H 0.071693 -3.972943 3.085739  0.41
H -2.744011 0.749626 -1.181791  0.39
H -2.586863 1.170401 0.500824  0.07
H -4.435838 -0.461928 2.103643  0.29
H 1.716609 0.884426 -0.793698  0.17
H 0.792330 0.263290 0.723164  -0.44
H 0.678924 2.976217 -0.744523  0.22
H -1.090302 2.381791 -0.512217  0.11
H 1.305958 3.025142 1.677927  0.27
H -0.396235 3.845205 1.542692  0.07
H -2.469808 2.305080 2.524064  0.38
C 1.512467 7.948066 -3.225818  -1.06
C 2.309249 7.781436 -1.945100  -0.20
O 1.449587 7.883346 -0.800009  -0.32
C 0.764531 6.745548 -0.457217  0.34
O 0.847048 5.684909 -1.069981  -0.48
C -0.071588 6.982362 0.801804  0.89
F -0.747252 8.166836 0.773430  -0.25
F 0.697965 7.011122 1.927884  -0.26
F -1.010777 6.016552 1.007400  -0.27
H 0.946255 8.885238 -3.207045  0.31
H 2.174719 7.951803 -4.095932  0.37
H 0.785320 7.139496 -3.346615  0.28
H 3.044574 8.588702 -1.863538  0.32
H 2.865943 6.837013 -1.934797  0.30
Br 2.858961 0.785935 4.197882  -0.23
F 2.323396 -4.114725 -1.900545  -0.86
Ca 0.148320 -4.365388 -7.962327  0.22
C -5.320391 -1.964802 5.846288  -0.24
C -4.271227 -1.884839 4.785226  -0.04
O -3.664110 -3.162115 4.830972  -0.18
C -4.580311 -4.017942 5.371149  0.52
O -4.454952 -5.230776 5.402804  -0.47
O -5.654862 -3.339762 5.870034  -0.39
H -6.197927 -1.356391 5.610901  0.40
H -4.941068 -1.676232 6.832150  0.00
H -4.696227 -1.730708 3.787771  -0.02
H -3.537271 -1.099090 4.984136  0.45
C 5.823945 1.987232 2.222517  -0.19
O 6.466502 1.782269 1.082627  -0.54
H 6.241323 1.517944 3.129660  0.22
H 5.718779 3.031442 2.562910  0.34
H 4.775985 1.647035 2.280430  -0.12
O -4.687299 -0.253393 -2.876301  -0.67
H -4.054666 -0.656483 -3.489721  0.34
H -4.203047 -0.205864 -2.038310  0.23
Na -4.357886 -2.896598 7.690856  0.95

Atomic forces in eV per Å
C 2.9190 -0.6461 8.2707
C -2.7498 0.5543 -7.4437
C -0.7334 -0.2001 -1.2007
C -0.1129 -0.5901 -0.8095
C -0.7678 -0.6062 0.0016
C 1.5835 -0.8573 -1.2933
C -0.2278 0.0477 0.4907
P 2.6076 5.3629 -2.9468
O -3.6651 -4.3752 2.1860
O 1.3222 -1.0048 3.0745
O 2.3020 -0.8928 -1.3098
C -2.3172 1.8069 -1.2427
N -2.8618 1.4626 1.5600
C 0.4319 -0.8107 2.7623
C 0.6966 0.1761 -1.3460
C 0.6416 0.5969 -0.6401
C 0.5655 0.8743 0.7523
C 3.7268 -3.8143 0.1764
C 4.8051 0.7941 -2.1436
N 2.4149 1.0263 0.9928
P 0.3944 -1.6040 0.0102
C -1.6910 0.5795 0.3596
C 0.3979 0.0010 0.9772
P -2.3884 0.9091 -0.7482
N 0.9788 -1.4933 1.9687
O -0.4216 1.3424 -1.9038
N -0.8979 -1.6022 -0.2064
C 0.9605 1.1840 1.0957
C 0.2902 0.5680 -1.2745
C -1.1356 0.9484 -0.0842
C 4.3766 -3.2059 3.9349
O -7.4763 4.1006 -5.3419
O 2.4569 1.5497 -1.6811
H 1.3353 0.1739 2.8695
H 1.4688 0.5271 -1.7372
H -1.2632 1.8817 -0.0493
H -0.0022 -0.8908 2.3376
H -2.1056 0.7664 -0.0087
H 1.6531 -1.2896 1.3621
H 1.6543 1.6418 -0.9868
H -2.1938 -1.0555 -1.1218
H -1.3165 0.9642 2.0884
H -0.0466 1.5468 0.3320
H -0.5826 -1.3794 -0.8412
H -1.3112 -1.7605 1.1333
H 0.5262 0.6197 0.7533
H -0.3932 2.1927 -0.9244
H 1.1757 -0.8892 -1.9611
H 0.0068 -2.4825 0.5851
H -1.3760 0.6800 2.0915
H -2.3712 -1.1790 0.2225
H -2.5943 0.0334 0.8762
H -0.5735 0.0058 -2.4483
H 1.6364 1.4104 0.9339
H -2.1265 -0.9013 -1.4765
H 0.5547 1.8914 -1.0526
H 0.0472 -2.1840 -1.9096
H 0.4993 2.5814 0.0871
H 1.1331 -1.2841 -1.9332
H 1.5769 -0.5146 1.9398
H 1.5258 0.7541 -1.6188
H -1.2108 -2.3669 -0.2085
H -1.8605 1.8184 -0.5083
H 0.0953 -0.0123 1.0648
H -0.2647 -0.1069 -1.1706
H 2.0781 -0.9611 -0.5071
H -2.5029 -0.5433 0.9182
H -0.2629 0.7744 -1.8901
H -1.5545 -1.3421 1.6413
H 2.4256 -0.4943 1.2111
H -2.3639 -0.8896 -0.0275
H 1.2158 -2.2685 -0.2694
H 1.2849 -0.7571 0.4749
C -0.3830 -0.0619 0.0173
C 0.5850 -0.0126 -0.9286
O -1.3602 -1.6418 1.3291
C 1.9237 -0.3334 -2.6325
O -0.6278 1.9560 1.7876
C -1.2749 0.9006 1.9776
F 0.7799 -1.1467 -0.3580
F -0.3209 -0.1986 -1.2266
F 0.8791 0.5131 -0.5676
H 0.2135 -0.0510 -0.0037
H -0.0553 -0.0128 0.1631
H 0.2054 0.0139 -0.0304
H -0.3126 -0.0856 0.3243
H -0.3069 0.0965 0.1349
Br 0.3965 3.7503 2.7261
F -0.2430 0.0628 -0.1887
Ca 0.4738 -0.1835 -0.1703
C -1.0818 1.2152 -0.7076
C 0.3445 1.3136 -0.7202
O -0.6290 -0.7600 0.8968
C 0.9977 -3.9390 -1.3428
O -0.3895 3.3362 0.2821
O 0.1116 -0.2640 0.3809
H 0.1275 -0.1921 0.2626
H -0.9131 1.7918 -1.2993
H 0.0725 -0.1065 0.3385
H 0.0327 -0.2120 -0.2174
C 1.3178 0.0464 0.7732
O -0.6852 -0.0497 0.3369
H 0.3465 -0.5619 -0.0332
H -0.2927 0.6332 -0.4856
H -1.0348 -0.3800 -0.3850
O 0.5603 -0.1596 0.1167
H -0.2899 0.1250 0.0770
H -0.4699 -0.0407 -0.3118
Na 1.2605 -2.2534 2.4158

No. 2
Entry from OMol25: a 5-piece molecular cluster, C28H54N2O6S overall in a non-equilibrium geometry (ωB97M-V/def2-TZVPD).

Calculated values
Electronic energy   -55997.220 eV
SMILES   CC(=O)OCCCCc1cccc2nsnc12.CCOCC.CCOCC.CCOCC.CCOCC
HOMO level   -8.20 eV
Net charge   0
Multiplicity   1

Each line ends with the Mulliken charge.
CARTESIAN COORDINATES (ANGSTROEM)
C -5.510286 7.241596 -2.027330  -0.71
C -5.037320 6.141009 -3.177368  0.65
O -4.336999 6.543651 -4.272352  -0.52
O -5.385907 4.725420 -2.979390  -0.35
C -4.207797 3.891245 -2.694856  -0.52
C -3.693463 3.986810 -1.110303  -0.11
C -2.092415 4.305028 -0.958809  -0.40
C -1.767629 5.855779 -0.432667  -0.60
C -1.131201 6.633286 -1.754318  0.32
C -1.860412 7.845191 -2.583621  -0.33
C -1.231512 8.570160 -3.919583  -0.44
C 0.259948 8.045351 -4.463396  -0.59
C 1.024924 6.854492 -3.635059  0.50
N 2.373982 6.231407 -3.950191  -0.49
S 2.609370 5.027898 -2.705160  0.20
N 1.197485 4.999851 -1.631705  -0.45
C 0.369313 6.125707 -2.285271  0.36
H -5.362667 8.318258 -2.501527  0.32
H -4.756557 7.084484 -1.115101  0.08
H -6.633474 7.092001 -1.702340  0.32
H -3.299101 4.067073 -3.438916  0.33
H -4.546375 2.763582 -2.891557  0.27
H -3.871950 2.900275 -0.648918  -0.01
H -4.394829 4.713530 -0.488154  0.30
H -1.503705 3.572025 -0.255886  0.23
H -1.615393 4.166161 -2.042017  0.24
H -2.731015 6.395113 0.000513  0.32
H -1.002490 5.819393 0.483043  0.29
H -2.902161 8.218516 -2.194007  0.24
H -1.844284 9.409047 -4.458497  0.30
H 0.691823 8.590399 -5.427109  0.27
C -3.394916 -1.026657 2.040313  -1.30
C -2.357650 -0.177602 1.322963  0.34
O -2.398166 1.199121 1.690840  -0.39
C -2.169884 1.495081 3.066856  -0.39
C -0.812021 1.032638 3.567255  -0.86
H -4.403800 -0.641058 1.849548  0.32
H -3.343026 -2.064712 1.695368  0.43
H -3.244722 -1.026878 3.121589  0.29
H -2.552844 -0.220514 0.246925  0.36
H -1.350414 -0.578353 1.469226  -0.23
H -2.978582 1.083868 3.680038  0.29
H -2.230502 2.585130 3.167431  0.35
H -0.697124 -0.051377 3.497000  0.10
H -0.675125 1.318045 4.614884  0.44
H -0.010819 1.485595 2.973185  0.25
C 1.362704 -0.937836 -0.706168  -0.88
C 1.788418 -1.206780 0.728350  -0.31
O 1.264775 -2.422614 1.257393  -0.27
C 1.630973 -3.620569 0.576267  -0.29
C 3.130376 -3.863011 0.543742  -1.04
H 0.268889 -0.912575 -0.782706  0.19
H 1.762524 0.022217 -1.049214  0.42
H 1.719841 -1.710811 -1.389308  0.09
H 1.410039 -0.399789 1.363482  0.21
H 2.877769 -1.190311 0.826129  0.45
H 1.207544 -3.624463 -0.433571  0.17
H 1.151578 -4.446544 1.114728  0.36
H 3.661804 -3.071106 0.011110  0.23
H 3.351787 -4.811296 0.044281  0.37
H 3.534005 -3.900471 1.561434  0.30
C 2.978805 -7.646562 -3.777722  -1.06
C 2.087036 -6.937711 -2.770904  -0.37
O 2.627453 -5.704023 -2.303672  -0.34
C 2.868940 -4.703128 -3.290090  -0.35
C 1.618067 -4.281745 -4.042285  -1.17
H 3.968449 -7.837351 -3.345138  0.30
H 2.533868 -8.601900 -4.075378  0.38
H 3.126730 -7.051941 -4.681195  0.26
H 1.969098 -7.580795 -1.893219  0.34
H 1.082672 -6.781370 -3.175042  0.31
H 3.652391 -5.034687 -3.979549  0.37
H 3.272608 -3.832033 -2.760710  0.31
H 1.174354 -5.111875 -4.596569  0.36
H 1.853526 -3.487597 -4.757556  0.39
H 0.858861 -3.911291 -3.344872  0.28
C 1.955556 -2.927846 4.541861  -0.38
C 2.381270 -3.196789 5.976379  -0.64
O 1.857628 -4.412624 6.505422  -0.43
C 2.223825 -5.610578 5.824295  -0.24
C 3.723228 -5.853021 5.791770  -1.03
H 0.861742 -2.902584 4.465323  0.26
H 2.355376 -1.967793 4.198815  0.39
H 2.312693 -3.700821 3.858721  -0.15
H 2.002891 -2.389799 6.611511  0.35
H 3.470621 -3.180320 6.074158  0.33
H 1.800396 -5.614473 4.814458  0.26
H 1.744430 -6.436552 6.362756  0.33
H 4.254657 -5.061116 5.259139  0.25
H 3.944639 -6.801305 5.292310  0.38
H 4.126857 -5.890481 6.809463  0.29

Atomic forces in eV per Å
C 0.4854 -0.5437 -0.7679
C 2.9937 1.5475 -4.7707
O -4.6028 -2.8226 7.3099
O 1.9918 2.9611 0.1581
C 1.1599 -1.7018 0.2355
C -0.2189 -1.1495 0.2649
C 0.2731 0.3891 -0.3903
C 0.3884 0.0043 -0.7893
C 0.6024 2.4521 -2.2854
C 3.0734 -2.0749 0.1138
C 3.6332 -3.7993 1.4777
C -3.3811 0.1249 2.6485
C 0.5351 -1.2729 0.8746
N -5.0305 0.2274 3.7586
S -2.7171 1.9135 -0.3734
N -0.5703 5.3343 -5.4799
C -0.3252 0.1434 -0.2064
H -0.2843 -2.4496 1.0299
H -1.8311 0.3428 -1.9328
H 2.4477 0.1140 -0.6231
H -2.0645 0.1016 1.5025
H 0.4649 2.6683 0.4034
H 0.3365 2.4150 -0.9278
H 1.5781 -1.3764 -1.3988
H -1.5549 1.2576 -1.2907
H -0.9233 0.3719 2.4119
H 1.9533 -1.0595 -1.2506
H -1.4329 0.1720 -2.3259
H 2.3354 -0.8827 -0.8571
H 1.4771 -1.8719 1.0985
H -0.7831 -1.5932 2.4347
C -0.1404 0.0230 0.0670
C -0.0589 -0.0151 0.1086
O -0.0372 0.1684 -0.0964
C 0.0629 -0.0281 -0.0841
C 0.1349 -0.0914 -0.0447
H 0.1729 -0.0798 -0.0143
H 0.0047 0.1615 0.0207
H 0.0528 -0.0794 -0.0413
H 0.0342 0.2537 0.1076
H 0.0182 -0.0819 0.0816
H 0.0495 -0.0682 0.0302
H -0.0684 -0.1757 -0.2493
H -0.0309 0.0298 0.0868
H -0.0241 -0.0117 -0.1258
H -0.1120 -0.0041 0.0877
C -0.1035 -0.0213 -0.0984
C -0.1091 -0.1464 -0.0769
O -0.1194 0.1124 0.1228
C 0.1038 0.0225 0.0049
C 0.1442 -0.0391 0.0580
H 0.1799 0.0450 0.0360
H -0.0785 -0.1081 0.0740
H 0.0697 0.0433 -0.0022
H -0.0559 -0.2402 0.0870
H 0.0597 -0.0180 -0.0797
H 0.0922 -0.0179 -0.0450
H -0.0393 0.3030 0.0350
H -0.0216 -0.0659 -0.0546
H -0.0918 0.1408 0.0240
H -0.0728 0.0113 -0.0928
C 0.1596 0.0037 -0.0405
C 0.1284 0.0097 -0.0545
O 0.0111 0.0281 0.1112
C -0.0857 -0.0449 0.0344
C -0.1502 -0.0198 -0.0055
H -0.1987 -0.0016 -0.0466
H 0.0580 0.1289 0.0763
H -0.0754 -0.0601 -0.0134
H 0.0705 0.2778 0.0332
H -0.0067 0.0076 -0.0921
H -0.0543 -0.0108 -0.0563
H -0.0468 -0.2761 0.1217
H 0.0741 0.0711 -0.0465
H -0.0144 -0.0841 0.1029
H 0.1153 -0.0077 -0.0743
C -0.0969 -0.0551 -0.0140
C -0.1143 -0.0650 -0.1312
O -0.0489 -0.0525 0.0942
C 0.0215 0.1083 0.0796
C 0.1490 0.0520 0.0530
H 0.2065 0.0415 -0.0044
H -0.0816 -0.1315 0.0352
H 0.0420 0.0999 -0.0237
H -0.0399 -0.2774 0.0887
H 0.0657 -0.0207 -0.0675
H 0.0785 0.0196 -0.0527
H -0.0303 0.3157 0.0370
H -0.0371 -0.0885 -0.0583
H -0.0425 0.0984 0.0653
H -0.0820 -0.0320 -0.1298